1.
DFT (wB97M-V/def2-TZVPD) results for a molecular structure, C35H33N6O2P2RuS in a non-equilibrium geometry.

```
80
Properties=species:S:1:pos:R:3:lowdin_charge:R:1
Ru -0.4295 -0.2814 0.4225 1.012
C 1.7510 2.2633 2.3450 -0.278
C 2.3235 0.8596 2.0093 -0.328
P 2.1845 0.4123 0.2195 0.984
C 2.6623 -1.3683 0.1063 -0.435
C 3.1328 -2.1602 1.1441 -0.092
C 3.5466 -3.4635 0.8927 -0.060
C 3.5327 -3.9722 -0.3970 -0.077
C 3.0980 -3.1740 -1.4487 -0.103
C 2.6551 -1.8890 -1.1930 -0.199
C 3.7872 1.0636 -0.4842 -0.301
C 4.8019 0.2013 -0.9140 -0.073
C 6.0109 0.7006 -1.3807 -0.063
C 6.2398 2.0645 -1.4348 -0.072
C 5.2552 2.9320 -0.9923 -0.072
C 4.0495 2.4369 -0.5184 -0.118
C 0.4296 2.6051 1.6174 -0.350
P 0.7760 2.8617 -0.1966 1.037
C 0.5597 4.6677 -0.4045 -0.365
C 0.9197 5.5555 0.6086 -0.099
C 0.7579 6.9228 0.4305 -0.075
C 0.2547 7.4178 -0.7634 -0.076
C -0.0470 6.5437 -1.7988 -0.071
C 0.1165 5.1773 -1.6267 -0.101
C -0.6394 2.1472 -1.1158 -0.412
C -0.3980 1.0189 -1.9318 -0.178
C -1.4483 0.4489 -2.6650 -0.073
C -2.7146 0.9970 -2.6005 -0.069
C -2.9377 2.1404 -1.8378 -0.050
C -1.9153 2.7085 -1.0975 -0.100
H 2.5010 3.0208 2.1054 0.092
H 1.5803 2.3150 3.4220 0.110
H 1.7547 0.0928 2.5355 0.049
H 3.3687 0.7880 2.3144 0.096
H 3.1833 -1.7738 2.1530 0.101
H 3.9049 -4.0750 1.7123 0.111
H 3.8682 -4.9845 -0.5855 0.109
H 3.1022 -3.5577 -2.4619 0.112
H 2.3242 -1.2623 -2.0173 0.111
H 4.6766 -0.8658 -0.8894 0.088
H 6.7767 0.0061 -1.7036 0.112
H 7.1777 2.4493 -1.8163 0.111
H 5.4210 4.0018 -1.0169 0.110
H 3.3151 3.1455 -0.1759 0.042
H -0.0467 3.4935 2.0306 0.084
H -0.2680 1.7822 1.7459 0.012
H 1.3255 5.1914 1.5459 0.097
H 1.0277 7.6039 1.2288 0.109
H 0.1023 8.4822 -0.8892 0.109
H -0.4049 6.9270 -2.7466 0.110
H -0.1098 4.5011 -2.4424 0.106
H 0.6186 0.6981 -2.1137 0.074
H -1.2557 -0.4016 -3.3082 0.118
H -3.5271 0.5521 -3.1608 0.117
H -3.9268 2.5826 -1.8107 0.120
H -2.1055 3.5905 -0.4993 0.123
O -2.4117 0.8522 0.9483 -0.210
N -2.5132 -0.2129 0.2546 -0.161
C -3.4616 -1.0689 0.5463 -0.263
C -4.3564 -0.8266 1.6324 -0.155
N -5.0293 -0.5820 2.5311 0.199
C -3.6436 -2.2057 -0.2981 -0.183
N -3.8038 -3.1228 -0.9708 0.193
S -0.2906 -3.5114 -0.7002 0.871
C -0.2444 -2.0312 -0.3816 -0.739
C -2.2288 -0.6109 6.2112 -0.006
N -1.5937 -0.8764 4.9329 -0.081
C -0.6211 -1.9229 4.6818 -0.013
C -0.2641 -1.6498 3.2259 -0.480
O 0.5074 -2.2764 2.5329 0.035
N -0.9642 -0.5510 2.7997 0.113
C -1.7430 -0.1507 3.8217 -0.399
N -2.5374 0.9123 3.7385 0.227
H -1.9895 -1.4213 6.8935 0.099
H -3.3143 -0.5705 6.1067 0.096
H -1.8718 0.3256 6.6431 0.100
H -1.0536 -2.9169 4.8030 0.146
H 0.2557 -1.8422 5.3256 0.145
H -2.7096 1.2332 2.7933 0.076
H -3.2807 1.0266 4.4070 0.113
```

Net charge ... +1
Electronic energy ... -3007.97706 a.u.
Orbital gap (spin up / spin down) ... 6.1155 / 6.0775 eV
2S+1 ... 1
E_LUMO (spin up / spin down) ... -4.101 / -4.179 eV

---

2.
DFT (wB97M-V/def2-TZVPD) results for 2 unconnected molecules or ions with the total composition C2H7NO in a non-equilibrium geometry.

```
11
Properties=species:S:1:pos:R:3:lowdin_charge:R:1
C 1.4743 0.2076 1.5014 0.003
C 0.7305 0.7462 0.5327 -0.302
O 0.7290 0.2778 -0.7438 -0.033
H 1.5518 0.8184 2.3929 0.044
H 2.1315 -0.6358 1.3640 0.053
H 0.0422 1.5635 0.7192 0.103
H -0.1639 0.3617 -1.1078 0.059
N -2.1536 -0.9774 -0.9151 0.019
H -2.8529 -1.4464 -0.3396 0.019
H -1.9036 -1.6676 -1.6125 0.023
H -2.6346 -0.1405 -1.1962 0.012
```

Electronic energy ... -210.35614 a.u.
Orbital gap ... 9.5548 eV
2S+1 ... 1
Structure (SMILES) ... C=CO.N
E_LUMO ... 0.787 eV

---

3.
DFT (wB97M-V/def2-TZVPD) results for a molecular structure, C30H27CaCl3N7O7S2.

```
77
Properties=species:S:1:pos:R:3:lowdin_charge:R:1
Ca -0.2601 0.2505 0.0774 1.415
Cl 5.7489 -4.8145 -2.0971 0.594
C 4.4280 -3.7569 -1.6360 -0.684
C 4.6947 -2.5968 -0.9063 -0.115
C 3.6715 -1.7566 -0.5446 0.000
C 2.3144 -2.0286 -0.8823 -0.396
O 1.3968 -1.1923 -0.5775 -0.235
C 2.0737 -3.2330 -1.6099 -0.142
C 0.7402 -3.6713 -2.0343 -0.249
O -0.3341 -3.2373 -1.6841 0.026
C 3.1394 -4.0590 -1.9912 -0.089
H 5.7175 -2.3639 -0.6369 0.100
H 3.8657 -0.8472 0.0104 0.113
H 0.7714 -4.5237 -2.7513 0.116
H 2.9307 -4.9551 -2.5654 0.105
Cl 1.7590 3.5355 6.6470 0.616
C 1.1522 2.5019 5.3736 -0.675
C 1.3104 1.1173 5.4793 -0.135
C 0.8326 0.3011 4.4904 -0.561
Cl 1.0322 -1.4196 4.6541 0.695
C 0.1788 0.7866 3.3119 -0.406
O -0.2715 -0.0157 2.4277 -0.222
C 0.0469 2.2048 3.2543 -0.128
C -0.5759 2.8904 2.1327 -0.200
O -0.9480 2.4098 1.0775 -0.060
C 0.5223 3.0313 4.2822 -0.077
H 1.8054 0.6878 6.3395 0.101
H -0.7033 3.9794 2.2886 0.128
H 0.3942 4.1043 4.1974 0.110
N -3.1714 0.4320 2.4468 0.113
C -3.5840 0.3162 1.1563 -0.714
N -2.7790 0.3019 0.1351 0.006
C -3.4781 0.1757 -1.0521 -0.327
C -4.8216 0.1134 -0.9317 -0.361
S -5.2662 0.2241 0.7324 1.025
C -2.6842 0.0693 -2.2829 -0.328
C -3.1142 0.2042 -3.5561 -0.354
S -1.8094 -0.0710 -4.6463 1.044
C -0.7535 -0.3062 -3.2904 -0.708
N -1.3390 -0.2071 -2.1352 0.019
N 0.5592 -0.6416 -3.4475 0.127
H -2.1816 0.2046 2.5641 0.059
H -3.7705 0.0045 3.1335 0.092
H -5.5587 -0.0341 -1.7018 0.068
H -4.0991 0.4612 -3.9071 0.068
H 1.0470 -0.1246 -4.1627 0.090
H 1.0422 -0.6735 -2.5513 0.063
C 0.1177 -3.2589 1.6437 -0.066
C -1.2878 -2.8878 1.5105 -0.263
N -2.3936 -2.5940 1.4050 0.163
H 0.7227 -2.3546 1.7049 0.053
H 0.4180 -3.8322 0.7700 0.069
H 0.2590 -3.8428 2.5516 0.077
C -0.0283 5.3685 -1.2670 -0.072
C 0.7295 5.2178 -2.5824 -0.171
C 1.6804 4.0042 -2.6184 -0.314
C 2.4016 3.9487 -3.9718 -0.182
C 3.3675 2.7753 -4.0870 -0.070
C 2.7192 4.2034 -1.5345 -0.440
O 3.5259 5.1139 -1.5632 0.079
N 2.6920 3.3078 -0.5086 0.222
C 1.7672 2.2647 -0.3668 -0.554
O 1.8136 1.6142 0.6804 -0.021
N 0.8695 1.9952 -1.3264 0.108
C 0.8112 2.7421 -2.4558 -0.459
O 0.0555 2.4729 -3.3811 0.040
H -0.7049 6.2230 -1.3117 0.072
H 0.6582 5.5360 -0.4330 0.078
H -0.6218 4.4803 -1.0404 0.074
H 1.3275 6.1106 -2.7785 0.118
H 0.0261 5.0881 -3.4067 0.119
H 2.9387 4.8896 -4.1044 0.117
H 1.6310 3.8777 -4.7402 0.116
H 4.1589 2.8383 -3.3367 0.079
H 3.8438 2.7569 -5.0679 0.072
H 2.8481 1.8243 -3.9478 0.067
H 3.3416 3.4359 0.2534 0.162
```

Net charge ... -1
Electronic energy ... -4924.38249 a.u.
Orbital gap ... 7.5731 eV
2S+1 ... 1
E_LUMO ... 2.253 eV

---

Looking at energy above the lowest of the compared OMol25 structures with the same formula, charge and spin for the records above, in order, we have 2.681; 1.159; 0.481 eV.